Record 1
9
Properties=species:S:1:pos:R:3 method="wB97M-V/def2-TZVPD" spin_multiplicity=1 total_energy_ev=-18538.643 total_charge=0 e_homo_ev=-9.470
C 1.471 -0.347 0.110
C 0.048 -0.173 0.397
N 0.388 0.994 -0.415
O 3.784 0.989 -0.162
O 2.209 -1.077 -0.762
S 3.209 -0.211 0.363
H -0.642 -0.922 0.002
H -0.182 0.080 1.429
H 0.190 0.826 -1.397


Record 2
9
Properties=species:S:1:pos:R:3 method="wB97M-V/def2-TZVPD" spin_multiplicity=1 total_energy_ev=-18539.446 total_charge=0 smiles="S=C1NOCO1" e_homo_ev=-9.064
S 2.051 -1.793 -0.126
C 0.826 -0.773 -0.044
N -0.269 -0.876 -0.891
O -0.994 0.433 -0.579
C -0.570 0.893 0.736
O 0.753 0.289 0.781
H -0.009 -0.720 -2.047
H -1.058 0.483 1.547
H -0.731 2.064 0.624


Record 3
9
Properties=species:S:1:pos:R:3 method="wB97M-V/def2-TZVPD" spin_multiplicity=1 total_energy_ev=-18539.221 total_charge=0 smiles="O=CO/C=N/S" e_homo_ev=-9.307
O 1.881 0.731 0.892
C 0.900 1.518 0.980
O -0.419 1.149 0.870
C -1.004 -0.024 0.013
N -0.166 -0.721 -0.798
S -0.858 -2.113 -1.569
H 0.942 2.489 1.270
H -1.982 -0.418 0.335
H 0.706 -2.611 -1.993


Taking the records one at a time from the top gives relative energy (zero: lowest compared OMol25 entry of this formula, charge and spin) values of 110.9 92.4 97.6 kcal/mol.
Taking the records one at a time from the top gives Kohn-Sham gap values of 9.629 9.213 9.118 eV.